No. 1
This record from OMol25 describes the molecule C4H6O2. The level of theory is ωB97M-V with the def2-TZVPD basis set.

Summary:
Lowest unoccupied orbital energy   0.934 eV
SMILES   O=CCCC=O
2S+1   1

```
12
Properties=species:S:1:pos:R:3:nbo_charge:R:1
O -1.282 0.944 -0.989 -0.533
C -0.184 1.381 -0.735 0.444
C 0.838 0.552 -0.024 -0.524
C 0.384 -0.906 -0.088 -0.520
C -0.879 -1.080 0.730 0.462
O -1.144 -0.425 1.709 -0.539
H 0.043 2.464 -0.790 0.120
H 0.626 1.012 0.948 0.265
H 1.896 0.734 -0.258 0.237
H 0.132 -1.189 -1.119 0.231
H 1.140 -1.624 0.257 0.241
H -1.570 -1.862 0.359 0.116
```

No. 2
This record from OMol25 describes the molecule C5H6. The level of theory is ωB97M-V with the def2-TZVPD basis set.

Summary:
Lowest unoccupied orbital energy   1.202 eV
SMILES   C#CC1CC1
2S+1   1

```
11
Properties=species:S:1:pos:R:3:nbo_charge:R:1
C 2.381 0.103 0.060 -0.268
C 1.304 0.203 -0.468 0.009
C -0.107 0.431 -0.607 -0.323
C -1.111 -0.675 -0.459 -0.396
C -0.784 0.168 0.727 -0.383
H 3.054 0.185 0.877 0.234
H -0.417 1.324 -1.134 0.239
H -2.082 -0.553 -0.929 0.222
H -0.717 -1.683 -0.479 0.225
H -1.463 0.925 1.102 0.218
H -0.131 -0.279 1.470 0.224
```

No. 3
This record from OMol25 describes a 2-piece molecular cluster, C9H11O3 overall in a non-equilibrium geometry. The level of theory is ωB97M-V with the def2-TZVPD basis set.

Summary:
Lowest unoccupied orbital energy   2.776 eV
2S+1   1
Charge   -1

```
23
Properties=species:S:1:pos:R:3:nbo_charge:R:1
C 0.970 2.098 -3.124 -0.745
C 1.511 0.635 -3.226 0.769
O 1.814 0.109 -2.126 -0.813
O 1.610 0.184 -4.389 -0.783
H -0.130 2.196 -3.111 0.190
H 1.329 2.656 -3.988 0.198
H 1.323 2.502 -2.189 0.190
C 2.006 0.105 1.071 -0.647
C -1.796 0.239 1.079 -0.256
C -2.100 -0.732 1.986 0.258
C -0.456 0.570 0.865 -0.191
C 0.578 -0.150 1.416 -0.002
C -1.074 -1.379 2.681 -0.273
C 0.241 -1.043 2.456 -0.202
O -3.424 -1.114 2.233 -0.709
H -2.505 0.811 0.494 0.220
H -0.218 1.239 0.046 0.230
H -1.291 -2.076 3.484 0.202
H -3.629 -0.938 3.160 0.470
H 2.317 -0.541 0.252 0.271
H 2.717 -0.060 1.881 0.191
H 1.057 -1.463 3.015 0.200
H 2.161 1.089 0.622 0.233
```

No. 4
This record from OMol25 describes a 2-piece molecular cluster, C2H11N2O overall in a non-equilibrium geometry. The level of theory is ωB97M-V with the def2-TZVPD basis set.

Summary:
Lowest unoccupied orbital energy (spin up / spin down)   0.828 / 0.786 eV
⟨S²⟩   0.75
2S+1   2

```
16
Properties=species:S:1:pos:R:3:mulliken_spin:R:1
N 0.861 0.176 0.500 1.383
C -0.338 -0.211 -0.269 0.669
C -1.343 -1.013 0.511 0.079
N -2.421 -1.371 -0.374 -0.022
H 1.419 -0.610 0.815 -0.483
H 0.584 0.739 1.226 -0.269
H 1.581 0.811 0.063 -0.704
H 0.111 -0.804 -1.085 0.070
H -0.819 0.635 -0.717 0.060
H -1.849 -0.593 1.361 -0.018
H -0.712 -1.875 1.026 -0.064
H -3.226 -0.688 -0.383 -0.001
H -2.883 -2.232 -0.292 -0.006
H 3.219 1.713 -1.113 -0.089
H 2.130 2.742 -0.688 -0.038
O 2.681 1.983 -0.318 0.435
```

No. 5
This record from OMol25 describes CH2ClFP2 as an isolated structure in a non-equilibrium geometry. The level of theory is ωB97M-V with the def2-TZVPD basis set.

Summary:
Lowest unoccupied orbital energy   -0.064 eV
2S+1   1

```
7
Properties=species:S:1:pos:R:3:nbo_charge:R:1
C 0.576 -0.494 0.340 -0.660
F -1.122 1.688 1.236 -0.601
P -1.095 -0.785 -0.395 0.311
P -0.580 1.379 -0.304 0.784
Cl 2.080 -0.631 -0.608 -0.023
H 0.744 -0.646 1.368 0.223
H -0.603 -0.512 -1.637 -0.033
```

No. 6
This record from OMol25 describes C4H7O2Sm as an isolated structure in a non-equilibrium geometry. The level of theory is ωB97M-V with the def2-TZVPD basis set.

Summary:
Lowest unoccupied orbital energy (spin up / spin down)   0.006 / -0.557 eV
⟨S²⟩   15.76
2S+1   8

```
14
Properties=species:S:1:pos:R:3:mulliken_spin:R:1
O -2.370 0.465 0.512 0.000
C -1.646 0.825 1.410 0.000
C -0.208 0.403 1.593 0.001
O 0.240 -0.558 0.700 -0.001
C 0.642 -0.041 -0.587 -0.021
C 0.840 -1.150 -1.577 0.123
Sm 0.554 -0.624 -4.234 6.913
H -1.976 1.614 2.124 0.000
H -0.132 0.007 2.621 0.000
H 0.410 1.323 1.561 0.000
H 1.602 0.495 -0.478 -0.005
H -0.017 0.816 -0.808 0.009
H 1.865 -1.554 -1.475 -0.014
H 0.196 -2.022 -1.363 -0.005
```

ΔE to the lowest compared entry with this formula, charge and spin readings, ordered: 27.2; 50.9; 25.4; 20.6; 22.8; 16.3 kcal/mol